11
Properties=species:S:1:pos:R:3:forces:R:3 method="wB97M-V/def2-TZVPD" de_lowest_kj_mol=550.6 total_charge=0 gap_ev=8.7416 lumo_ev=-1.37 spin_multiplicity=1 largest_force_ev_per_a=8.367
O -1.815931 0.402317 -0.988260 -0.3465 0.8512 0.9670
O -0.080901 0.717877 1.602235 -0.0988 2.5155 -2.1888
N 0.626947 -1.067091 0.160396 4.8873 1.1009 -6.7017
C 1.503363 -0.255035 -0.678680 -3.8789 -1.4414 6.3356
H 1.060127 1.358017 -0.541297 1.7059 -4.5890 -0.7641
H -2.093260 0.111623 -1.834600 -0.4831 -0.3845 -1.2747
H -0.227141 1.280526 0.746248 -0.3397 -0.8809 2.7466
H -0.916831 0.112714 -0.912383 0.5999 -0.5495 0.1982
H 0.397001 0.012161 1.108792 -0.8566 0.2759 1.6857
H 1.039172 -2.050104 0.057204 -0.5351 1.5274 0.5341
H 2.506784 -0.786646 -0.586449 -0.6544 1.5743 -1.5379